A molecular structure, C6H8LiO6Zn. Source: the OMol25 dataset; level of theory: ωB97M-V/def2-TZVPD.

**HOMO-LUMO gap (alpha / beta)**: 6.087 / 8.556 eV
**Lowest unoccupied orbital energy (alpha / beta)**: -0.10 / -0.16 eV
**E_HOMO (alpha / beta)**: -6.19 / -8.72 eV
**Molar mass**: 248.46 g/mol
**Charge**: 0
**Spin multiplicity**: 2

XYZ file:
```
22
Properties=species:S:1:pos:R:3:forces:R:3
Zn 0.44311 -1.10556 0.39237 0.006 -0.400 0.930
O -1.04534 0.32936 0.19473 0.353 0.094 1.557
O -1.23907 0.05633 -2.99270 -0.010 -0.067 0.910
C -0.84032 -1.24042 -3.49373 -0.027 -0.528 -0.189
C 0.48192 -1.48280 -2.79159 0.255 -0.210 -0.413
O 0.45134 -0.49254 -1.72931 -0.942 0.433 -0.437
C -0.55616 0.41761 -1.92273 1.663 0.783 -2.470
H -1.61142 -1.96640 -3.21064 0.184 0.172 -0.112
H -0.75813 -1.17037 -4.58170 -0.064 -0.006 0.264
H 1.37307 -1.26847 -3.39043 -0.283 0.083 -0.038
H 0.58327 -2.50361 -2.41022 -0.131 0.389 0.351
Li -0.57557 2.27977 -0.90787 -0.177 -0.489 0.695
O -0.63964 2.37489 1.01426 0.951 -0.232 -0.331
O -1.02722 0.62622 2.40368 0.651 -0.161 0.266
C -0.03324 0.90853 3.39031 -0.134 0.510 0.012
C 1.27160 0.25976 2.90635 0.195 -0.356 -0.042
O 1.25497 0.25885 1.51108 0.424 0.190 0.073
C -0.70216 1.13901 1.18295 -2.723 -0.162 -0.567
H 0.08321 1.99947 3.45943 -0.056 -0.226 0.110
H -0.38422 0.49718 4.34378 0.011 0.156 -0.267
H 1.34708 -0.76014 3.32957 0.014 0.197 -0.164
H 2.12290 0.84333 3.30243 -0.158 -0.173 -0.139
```
Forces are in eV/Å.

=====

2 unconnected molecules or ions with the total composition C6H8N. Source: the OMol25 dataset; level of theory: ωB97M-V/def2-TZVPD.

**HOMO-LUMO gap**: 8.585 eV
**Lowest unoccupied orbital energy**: -5.49 eV
**E_HOMO**: -14.08 eV
**Molar mass**: 94.14 g/mol
**Charge**: +1
**Spin multiplicity**: 1

XYZ file:
```
15
Properties=species:S:1:pos:R:3:forces:R:3
C 0.08156 -1.54747 0.53030 1.863 -2.845 0.452
C 3.03868 1.13816 -0.92993 -1.443 0.199 1.976
C 2.38415 1.32749 0.05096 -0.900 1.316 1.931
C -0.80682 -0.39449 0.03120 0.164 -0.207 0.024
C 1.42585 -2.15868 0.86280 -6.493 2.420 -2.030
C -2.55315 1.37083 -0.58520 1.566 1.022 -0.868
N -1.68456 0.28487 -0.36085 3.913 -2.829 2.348
H -0.63063 -2.39253 0.61174 0.038 0.715 -0.175
H 3.36783 0.66878 -1.74958 1.527 -0.969 -2.705
H 1.87318 1.71692 0.95366 0.740 -0.584 -1.149
H 1.45692 -3.25316 0.98450 -0.425 0.776 0.193
H 2.30631 -1.62129 0.87369 1.683 1.227 0.032
H -3.18520 1.08267 -1.35241 -1.656 -0.555 -1.370
H -3.09298 1.66287 0.28736 -0.072 0.209 0.663
H -1.89941 2.13429 -1.04905 -0.506 0.104 0.679
```
Forces are in eV/Å.

=====

A molecular structure, C6H8N. Source: the OMol25 dataset; level of theory: ωB97M-V/def2-TZVPD.

**HOMO-LUMO gap**: 10.685 eV
**Lowest unoccupied orbital energy**: -3.40 eV
**E_HOMO**: -14.08 eV
**Molar mass**: 94.14 g/mol
**Charge**: +1
**Spin multiplicity**: 1

XYZ file:
```
15
Properties=species:S:1:pos:R:3:forces:R:3
C 1.92271 0.16556 0.04461 0.179 -1.400 0.235
C 1.54126 -1.13969 0.27260 0.894 0.869 -0.753
C -0.41070 1.22462 0.17400 -2.654 1.924 -2.346
C 0.68511 0.61449 -0.65427 -0.851 -3.241 1.763
C -0.87128 -0.15317 0.66033 1.529 2.225 -0.063
C 0.20203 -0.78389 -0.12076 -0.958 1.235 -1.410
N -1.23044 -1.08022 -0.44565 -0.741 -0.911 0.572
H 2.70824 0.89237 0.13238 0.872 -0.626 0.713
H 1.80274 -2.14316 0.51020 1.194 -0.143 0.732
H 0.01448 1.99776 0.77266 -0.358 0.192 1.366
H -1.21955 1.72331 -0.48149 1.163 -0.567 1.123
H 0.91418 0.61940 -1.65988 -0.297 0.827 -2.334
H -1.05842 -0.51730 1.63338 -0.864 -0.098 0.846
H -1.74862 -1.77365 0.08594 0.408 -0.914 -0.391
H -1.75374 -0.89524 -1.30354 0.484 0.627 -0.052
```
Forces are in eV/Å.

=====

A gas-phase ion, C6H8N (charge +1). Source: the OMol25 dataset; level of theory: ωB97M-V/def2-TZVPD.

**HOMO-LUMO gap**: 7.472 eV
**Lowest unoccupied orbital energy**: -5.86 eV
**E_HOMO**: -13.33 eV
**Molar mass**: 94.14 g/mol
**Charge**: +1
**Spin multiplicity**: 1

XYZ file:
```
15
Properties=species:S:1:pos:R:3:forces:R:3
C 1.01074 -0.15756 -1.32640 1.670 -1.410 0.329
C 1.49061 -1.05279 -0.25592 -1.315 0.925 2.092
C 0.01128 0.56408 -1.50387 -2.450 0.650 1.660
C -0.99993 -0.42630 2.22229 3.383 0.280 -2.101
C 1.01155 -1.05906 1.01781 -1.326 0.024 0.043
C -1.11612 1.41707 -1.51519 1.329 2.148 0.101
N -0.05754 -0.26566 1.37801 -0.952 1.667 -1.396
H 1.57577 -0.00731 -2.24989 0.595 -0.300 -0.356
H 2.28963 -1.69915 -0.35417 1.580 -0.985 -1.188
H -0.96076 -1.24685 2.81831 -0.615 -2.613 1.959
H -1.65642 0.35505 2.36670 -1.591 1.430 0.302
H 1.36436 -1.68839 1.84452 0.631 -0.061 -0.706
H -1.11398 1.92675 -0.50621 -0.159 -0.688 -0.704
H -2.06812 1.01677 -1.81310 -0.185 -0.207 -0.257
H -0.78108 2.32335 -2.12289 -0.595 -0.860 0.223
```
Forces are in eV/Å.